The following is a DFT calculation (ωB97M-V/def2-TZVPD) of C7H6O2 in the gas phase in a non-equilibrium geometry.

Computed properties:
F_max = 0.156 Eh/bohr
relative energy (zero: lowest compared OMol25 entry of this formula, charge and spin) = 395.8 kJ/mol
orbital gap = 10.3 eV
SMILES = C#C[C@@H]1C=CC(=O)OC1

```
! wB97M-V def2-TZVPD RIJCOSX def2/J DEFGRID3
* xyz 0 1
C -3.18 -0.12 -0.19
C -1.99 -0.30 0.14
C -0.65 -0.15 0.42
C -0.01 1.15 0.12
C 1.28 1.14 0.07
C 2.23 -0.09 0.14
O 3.43 0.04 -0.26
O 1.69 -1.32 0.42
C 0.29 -1.30 -0.25
H -4.29 0.29 -0.50
H -0.47 -0.18 1.53
H -0.53 2.23 0.16
H 2.13 1.95 -0.19
H 0.24 -1.07 -1.40
H -0.17 -2.27 -0.19
*
```

---

The following is a DFT calculation (ωB97M-V/def2-TZVPD) of C7H6O2 in the gas phase in a non-equilibrium geometry.

Computed properties:
F_max = 0.110 Eh/bohr
relative energy (zero: lowest compared OMol25 entry of this formula, charge and spin) = 162.4 kJ/mol
orbital gap = 7.7 eV
SMILES = C=C1C=CC(=O)C(=O)C1

```
! wB97M-V def2-TZVPD RIJCOSX def2/J DEFGRID3
* xyz 0 1
C 0.68 1.27 -1.80
C 0.25 0.48 -0.80
C -1.14 0.16 -0.58
C -1.59 -0.43 0.57
C -0.80 -1.38 1.28
O -0.91 -2.44 1.79
C 0.54 -0.34 1.51
O 0.89 0.03 2.59
C 1.22 -0.13 0.18
H -0.01 1.82 -2.43
H 1.72 1.51 -1.92
H -1.85 0.50 -1.32
H -2.65 -0.43 0.81
H 2.11 0.49 0.30
H 1.54 -1.12 -0.17
*
```

---

The following is a DFT calculation (ωB97M-V/def2-TZVPD) of a molecular structure, C7H7BeO5S in a non-equilibrium geometry.

Computed properties:
F_max = 0.116 Eh/bohr
relative energy (zero: lowest compared OMol25 entry of this formula, charge and spin) = 0.0 kJ/mol
orbital gap (spin up / spin down) = 6.4 / 5.4 eV

```
! wB97M-V def2-TZVPD RIJCOSX def2/J DEFGRID3
* xyz 1 1
O -0.02 2.03 -2.61
C -0.04 1.36 -1.66
Be -0.05 0.29 -0.22
O 0.01 2.10 1.94
C -0.02 1.41 1.00
C 0.01 -1.62 -1.34
O -0.11 -2.77 -1.11
C 1.48 -0.33 -0.45
O 2.63 -0.42 -0.29
C -1.58 -0.30 -0.38
O -2.72 -0.42 -0.28
H 0.09 -1.02 -2.29
C -0.54 -2.84 2.91
S -0.02 -1.35 2.08
C 1.57 -0.95 2.88
H -1.38 -3.23 2.36
H -0.87 -2.59 3.92
H 0.23 -3.62 2.95
H 1.88 0.07 2.61
H 1.39 -0.98 3.97
H 2.36 -1.66 2.60
*
```